Record 1
56
Properties=species:S:1:pos:R:3:lowdin_charge:R:1 method="wB97M-V/def2-TZVPD" homo_ha="-0.206 / -0.207" total_charge=-1 e_above_lowest_kj_mol=37.8 lumo_energy_ev="1.84 / -0.11" multiplicity=5 fmax_ha_per_bohr=0.0103 orbital_gap_ev="7.445 / 5.527"
Co -0.44 0.33 -0.10 0.6970
O -4.46 1.89 -0.82 -0.3045
S -3.08 2.10 -0.42 0.5971
O -2.82 3.20 0.47 -0.2985
N -2.39 0.74 0.12 -0.1918
C -3.02 -0.07 1.06 -0.2281
C -4.33 0.01 1.51 -0.0113
C -4.85 -0.96 2.39 -0.0760
C -4.11 -2.01 2.85 -0.0608
C -2.75 -2.09 2.47 -0.1586
C -1.89 -3.12 2.90 -0.0064
C -0.57 -3.11 2.55 -0.0395
C -0.09 -2.03 1.80 -0.1082
N -0.86 -1.07 1.36 0.0492
C -2.20 -1.10 1.64 -0.1309
C -2.15 2.38 -1.90 -0.2865
C -2.04 3.70 -2.31 -0.0552
C -1.38 3.99 -3.50 -0.0695
C -0.83 2.96 -4.26 -0.0898
C -0.96 1.64 -3.84 -0.1060
C -1.64 1.34 -2.67 -0.0856
H -4.96 0.81 1.16 0.0959
H -5.89 -0.86 2.70 0.1042
H -4.54 -2.77 3.49 0.1050
H -2.30 -3.93 3.50 0.1168
H 0.10 -3.90 2.85 0.1065
H 0.97 -1.95 1.57 0.1153
H -2.43 4.49 -1.68 0.1194
H -1.28 5.01 -3.82 0.1071
H -0.29 3.19 -5.17 0.1052
H -0.53 0.84 -4.43 0.1064
H -1.82 0.32 -2.40 0.0848
O 1.01 -3.04 -1.03 -0.3027
Cl 0.71 -1.79 -1.65 0.6945
O 1.35 -0.68 -0.88 -0.4490
O 1.13 -1.75 -3.01 -0.3099
O -0.73 -1.50 -1.55 -0.3713
F 8.44 1.26 -3.15 0.1324
C 7.12 1.32 -3.08 -0.1362
C 6.51 2.48 -2.64 -0.1440
F 7.26 3.53 -2.29 0.1232
C 5.13 2.55 -2.56 -0.2574
F 4.60 3.68 -2.13 0.0999
C 4.32 1.47 -2.94 -0.4940
Se 2.45 1.55 -2.89 0.9635
C 4.98 0.32 -3.38 -0.2600
F 4.28 -0.75 -3.75 0.0968
C 6.35 0.23 -3.45 -0.1450
F 6.95 -0.88 -3.87 0.1194
N 0.42 2.02 0.33 0.1258
C 0.63 3.15 0.21 -0.1620
C 0.87 4.51 0.07 -0.2650
C 1.30 5.06 -1.17 -0.2573
N 1.67 5.52 -2.16 0.1298
C 0.69 5.38 1.19 -0.2465
N 0.55 6.09 2.08 0.1120



Record 2
55
Properties=species:S:1:pos:R:3:lowdin_charge:R:1 method="wB97M-V/def2-TZVPD" homo_ha="-0.267 / -0.236" total_charge=0 e_above_lowest_kj_mol=53.1 lumo_energy_ev="-1.18 / -1.29" multiplicity=2 fmax_ha_per_bohr=0.0102 orbital_gap_ev="6.085 / 5.133"
Re 0.05 -0.31 1.11 1.0443
Se 1.56 2.04 -6.09 1.1178
N 2.59 1.60 -4.71 -0.2229
C 1.80 1.33 -3.71 -0.3279
C 2.29 0.92 -2.38 -0.0977
C 3.62 0.83 -2.07 -0.0027
C 3.95 0.44 -0.76 -0.0416
C 2.97 0.16 0.15 -0.1369
N 1.64 0.23 -0.14 -0.0862
C 1.32 0.62 -1.41 -0.1462
C -0.08 0.75 -1.67 -0.1505
N -0.89 0.47 -0.62 -0.0640
C -2.22 0.65 -0.77 -0.1115
C -2.78 1.07 -1.95 -0.0404
C -1.95 1.35 -3.05 0.0042
C -0.59 1.19 -2.90 -0.0929
C 0.38 1.46 -3.96 -0.3326
N 0.05 1.84 -5.16 -0.2235
H 4.38 1.05 -2.80 0.1165
H 4.98 0.36 -0.45 0.1108
H 3.21 -0.12 1.17 0.0419
H -2.82 0.42 0.10 0.1036
H -3.85 1.19 -2.02 0.1106
H -2.36 1.68 -3.99 0.1186
F -0.48 5.99 4.11 0.1351
C -0.32 4.67 4.21 -0.1363
C -0.25 3.89 3.07 -0.1421
F -0.33 4.45 1.86 0.1287
C -0.09 2.52 3.19 -0.1901
F -0.03 1.87 2.00 -0.0522
C 0.02 1.87 4.42 -0.4753
S 0.11 0.13 4.70 0.4937
C -0.06 2.70 5.54 -0.2391
F 0.02 2.17 6.76 0.0919
C -0.23 4.07 5.45 -0.1385
F -0.29 4.81 6.55 0.1350
S -4.14 -1.57 3.10 0.5419
C -2.72 -1.14 2.47 -0.9605
N -1.70 -0.81 1.99 -0.1608
N -2.82 -3.57 -2.37 0.1853
C -1.83 -4.43 -2.03 -0.4914
O -1.80 -5.58 -2.43 0.0700
C -0.74 -3.91 -1.13 -0.0966
C 0.35 -4.74 -0.89 0.0210
C 1.35 -4.28 -0.06 -0.0164
C 1.25 -3.02 0.50 -0.1085
N 0.21 -2.22 0.27 -0.1057
C -0.77 -2.67 -0.53 -0.0476
H -3.55 -3.92 -2.97 0.1184
H -2.84 -2.60 -2.10 0.0851
H 0.37 -5.72 -1.35 0.1284
H 2.22 -4.89 0.16 0.1166
H 2.01 -2.63 1.16 0.0690
H -1.61 -1.99 -0.65 0.0960
Se 1.47 -0.68 3.13 0.2542



Record 3
54
Properties=species:S:1:pos:R:3:lowdin_charge:R:1 method="wB97M-V/def2-TZVPD" homo_ha=-0.422 total_charge=+1 e_above_lowest_kj_mol=0.0 lumo_energy_ev=-4.61 fmax_ha_per_bohr=0.0279 orbital_gap_ev=6.862
Zr -0.31 -0.07 1.28 1.6424
O 3.58 0.30 1.89 0.1542
C 2.58 0.71 1.38 -0.5141
O 1.64 -0.12 0.87 -0.2478
C 2.25 2.16 1.17 -0.0407
C 3.26 3.04 0.81 0.1031
C 2.93 4.36 0.53 -0.1041
C 1.64 4.84 0.57 0.1064
C 0.64 3.95 0.93 -0.0428
C 0.93 2.62 1.28 -0.2298
O 0.01 1.79 1.77 -0.2306
N -0.75 4.42 0.92 -0.3325
O -0.96 5.55 1.25 0.1412
O -1.61 3.61 0.61 0.0586
N 4.01 5.29 0.14 -0.3499
O 3.69 6.45 -0.03 0.1025
O 5.14 4.86 0.20 0.1036
H 4.29 2.70 0.75 0.1450
H 1.41 5.87 0.33 0.1438
S -5.19 -5.46 -0.66 1.0860
N -5.39 -3.87 -0.54 -0.2009
C -4.19 -3.33 -0.40 -0.2960
C -3.90 -1.92 -0.26 -0.0613
C -4.88 -0.92 -0.31 0.0588
C -4.50 0.40 -0.20 0.0132
C -3.15 0.71 -0.03 -0.0626
N -2.21 -0.23 0.00 -0.0463
C -2.57 -1.53 -0.12 -0.1865
C -1.49 -2.54 -0.10 -0.1823
N -0.24 -2.07 0.08 -0.0334
C 0.78 -2.92 0.04 -0.0658
C 0.60 -4.29 -0.18 0.0093
C -0.68 -4.78 -0.31 0.0556
C -1.76 -3.90 -0.27 -0.0605
C -3.15 -4.29 -0.41 -0.2946
N -3.59 -5.53 -0.57 -0.2000
H -5.92 -1.20 -0.43 0.1353
H -5.22 1.20 -0.24 0.1267
H -2.81 1.73 0.09 0.1033
H 1.76 -2.49 0.20 0.1250
H 1.46 -4.94 -0.21 0.1244
H -0.87 -5.84 -0.45 0.1339
Se -1.63 -1.31 3.13 0.7156
C -0.56 -0.21 4.28 -0.6715
C 0.81 -0.14 4.05 -0.1992
C 1.62 0.73 4.77 -0.0559
C 1.05 1.51 5.76 -0.0546
C -0.32 1.43 6.02 -0.0553
C -1.12 0.58 5.28 -0.1109
H 1.28 -0.82 3.33 0.0920
H 2.68 0.77 4.57 0.1154
H 1.67 2.18 6.35 0.1129
H -0.75 2.03 6.80 0.1144
H -2.19 0.55 5.46 0.1069



Record 4
51
Properties=species:S:1:pos:R:3:lowdin_charge:R:1 method="wB97M-V/def2-TZVPD" homo_ha=-0.528 total_charge=+2 e_above_lowest_kj_mol=15.0 lumo_energy_ev=-7.61 fmax_ha_per_bohr=0.0107 orbital_gap_ev=6.761
Ta -0.31 -0.25 -0.35 1.9901
O 3.40 1.63 -1.68 0.2427
C 2.40 1.11 -1.03 -0.3962
O 1.34 0.75 -1.55 -0.0034
C 2.55 0.96 0.43 -0.1399
C 3.61 1.36 1.21 0.0793
C 3.50 1.18 2.59 0.0443
C 2.34 0.64 3.13 0.0845
C 1.33 0.27 2.25 -0.1317
N 1.44 0.42 0.94 0.0585
C -0.01 -0.28 2.65 -0.4814
O -0.37 -0.46 3.76 0.2188
O -0.74 -0.55 1.54 -0.1683
H 3.20 1.71 -2.63 0.1800
H 4.49 1.79 0.76 0.1455
H 4.31 1.47 3.24 0.1397
H 2.20 0.50 4.19 0.1497
Cl -1.44 -7.51 0.10 0.7683
C -1.43 -5.80 -0.10 -0.6418
C -2.64 -5.10 -0.01 -0.0459
C -2.68 -3.72 -0.16 -0.5665
Cl -4.16 -2.87 -0.07 0.7993
C -1.50 -3.02 -0.39 -0.2917
O -1.51 -1.71 -0.58 -0.2244
C -0.28 -3.73 -0.49 -0.1205
C 0.93 -3.07 -0.78 -0.0854
O 1.10 -1.82 -0.89 -0.1176
C -0.26 -5.14 -0.35 -0.0180
H -3.56 -5.63 0.19 0.1294
H 1.82 -3.69 -0.94 0.1591
H 0.67 -5.68 -0.43 0.1320
C -1.27 -0.73 -4.72 -0.0121
C -1.95 0.44 -5.04 0.0014
C -2.16 1.40 -4.06 0.0352
C -1.69 1.17 -2.78 -0.1913
N -1.03 0.03 -2.48 -0.0447
C -0.83 -0.90 -3.43 -0.0863
C -1.85 2.07 -1.62 -0.1801
C -2.54 3.27 -1.70 0.0025
C -2.69 4.06 -0.56 -0.0199
C -2.16 3.64 0.65 -0.0409
C -1.48 2.43 0.72 -0.0832
C -1.30 1.62 -0.41 -0.2239
H -1.10 -1.50 -5.46 0.1247
H -2.32 0.60 -6.04 0.1310
H -2.69 2.31 -4.29 0.1224
H -0.31 -1.79 -3.13 0.1158
H -2.98 3.61 -2.63 0.1176
H -3.23 4.99 -0.62 0.1248
H -2.29 4.24 1.54 0.1214
H -1.10 2.12 1.69 0.0970